1.
Computed, not measured: an isolated molecule of Cl3H5Si3, with ωB97M-V/def2-TZVPD.

Results
energy	-2252.1681	a.u.
Kohn-Sham gap	10.2	eV
ΔE to the lowest compared entry with this formula, charge and spin	0.0	kcal/mol
highest occupied orbital energy	-10.085	eV
LUMO level	0.11	eV
structure (SMILES)	[SiH3][Si@H](Cl)[SiH](Cl)Cl
spin multiplicity	1

Geometry as XYZ:
```
11
Properties=species:S:1:pos:R:3:forces:R:3
Si 0.796 -0.754 -0.343 -0.0613 -0.1667 -0.1723
Si 0.140 0.729 1.330 -0.0989 0.3108 -0.1815
Cl 1.334 0.484 2.963 0.2860 -0.2416 0.5683
Si -2.107 0.602 1.959 -0.0711 -0.1068 -0.3862
Cl -2.636 -1.337 2.257 -0.0015 -0.5784 0.0595
Cl -2.572 1.621 3.641 0.1082 0.3723 0.4864
H 2.222 -0.663 -0.662 0.2697 0.2022 0.1101
H 0.524 -2.149 0.007 -0.1313 -0.1969 0.2265
H 0.057 -0.455 -1.572 -0.2268 0.1445 -0.1994
H 0.370 2.130 0.938 -0.0604 0.1072 -0.2362
H -3.021 1.094 0.931 -0.0125 0.1533 -0.2752
```
Forces are in eV/Å.

---

2.
Computed, not measured: a cluster of 2 separate species, C4H10NO2 in total at a distorted geometry, with ωB97M-V/def2-TZVPD.

Results
energy	-363.3892	a.u.
charge	+1
Kohn-Sham gap	10.0	eV
ΔE to the lowest compared entry with this formula, charge and spin	29.1	kcal/mol
highest occupied orbital energy	-14.512	eV
LUMO level	-4.52	eV
spin multiplicity	1

Geometry as XYZ:
```
17
Properties=species:S:1:pos:R:3:forces:R:3
C 0.820 -2.098 -1.743 0.0585 0.2188 1.3014
C 1.300 -1.721 -0.320 -0.7033 -0.2021 -0.6695
C -0.428 -1.287 1.388 0.4623 -0.2350 -0.2121
N 0.246 -2.076 0.657 0.0437 -0.0366 -0.1968
H 0.704 -3.175 -1.832 0.1456 -0.0494 -0.2583
H -0.150 -1.626 -1.880 0.0247 0.0904 -0.4021
H 1.564 -1.697 -2.422 -0.1329 -0.1820 -0.3184
H 2.176 -2.297 -0.034 0.1954 0.2278 0.0568
H 1.440 -0.645 -0.278 0.2274 -0.0009 0.3130
H -1.137 -1.760 2.045 -0.3808 0.2791 0.2140
H -0.238 -0.221 1.325 -0.0933 0.1189 0.0606
H 0.006 -3.064 0.701 0.1488 -0.0315 0.0372
O 0.213 1.639 0.028 0.3144 -0.6139 0.2714
C -0.387 2.669 -0.058 -0.1385 0.0571 -0.3551
O -1.676 2.746 0.260 -0.0807 0.3686 -0.0550
H 0.068 3.589 -0.441 -0.0090 0.1377 0.0641
H -2.003 3.637 0.058 -0.0824 -0.1469 0.1489
```
Forces are in eV/Å.

---

3.
Computed, not measured: a cluster of 2 separate species, C27H27N2O2 in total at a distorted geometry, with ωB97M-V/def2-TZVPD.

Results
energy	-1304.7853	a.u.
charge	+1
Kohn-Sham gap	5.7	eV
ΔE to the lowest compared entry with this formula, charge and spin	39.1	kcal/mol
highest occupied orbital energy	-10.350	eV
LUMO level	-4.62	eV
spin multiplicity	1

Geometry as XYZ:
```
58
Properties=species:S:1:pos:R:3:forces:R:3
C -4.308 6.197 -2.224 0.3773 -0.2062 0.3340
O -3.992 5.548 -0.972 -0.4030 0.2713 -0.3311
C -3.161 4.491 -0.962 0.2262 -0.4661 -0.5478
C -2.772 3.986 0.294 -0.8382 0.9250 -0.1402
C -1.834 3.000 0.386 0.3853 -0.3447 0.2557
C -1.301 2.395 -0.751 -0.2935 0.6943 -0.7578
C -0.217 1.403 -0.560 0.5384 0.1473 1.9363
C 0.819 1.091 -1.567 0.9717 0.4112 -0.4431
C 1.786 0.140 -1.249 -0.1017 -0.9194 -0.2608
C 2.712 -0.363 -2.160 -0.2167 0.7323 0.6609
C 2.809 0.243 -3.402 -0.7582 0.0226 -0.0754
C 3.829 -0.244 -4.361 0.0975 -0.0812 -0.6570
C 1.924 1.286 -3.702 0.1590 0.6082 0.3657
C 0.998 1.772 -2.762 0.1213 -0.2604 -0.5957
C -1.782 2.823 -1.988 0.0368 -0.5050 -0.1714
C -2.684 3.866 -2.123 -0.1678 0.5501 0.3121
H -5.035 6.960 -1.949 0.0343 -0.1471 -0.2039
H -3.412 6.673 -2.639 -0.0585 -0.0219 0.1308
H -4.702 5.515 -2.992 -0.1120 0.0779 0.4713
H -3.228 4.433 1.176 0.2291 -0.0033 -0.1446
H -1.483 2.667 1.365 -0.1090 0.2743 -0.3297
H 0.298 1.699 0.387 -0.0715 -0.0175 -0.5425
H 1.796 -0.238 -0.247 -0.0647 -0.3426 0.5117
H 3.398 -1.165 -1.878 -0.1266 0.2953 -0.0158
H 3.670 0.194 -5.334 0.0959 0.3404 -0.3566
H 4.847 -0.016 -4.043 -0.0459 -0.0733 0.0431
H 3.726 -1.311 -4.527 0.1697 -0.2734 0.1980
H 1.998 1.788 -4.668 0.0958 -0.0903 0.2501
H 0.436 2.697 -2.912 0.2632 -0.5515 -0.4106
H -1.457 2.328 -2.897 -0.0483 0.0765 0.1554
H -2.959 4.227 -3.121 0.0636 -0.2642 0.5100
H -0.651 0.463 -0.201 -0.1403 -0.0454 -0.4137
C -1.133 -1.206 0.634 -0.2829 -1.1191 0.3703
H -2.133 -0.961 0.238 0.9662 0.7616 -0.2700
C -0.241 -2.002 -0.130 -0.5189 -0.3965 0.9233
C 0.569 -2.890 0.556 -0.3111 0.0518 0.8533
N 0.500 -2.996 1.929 -0.9110 1.1926 0.0979
C 1.279 -3.976 2.636 1.1326 -1.2305 0.2347
C 2.557 -4.310 2.163 -0.3030 -0.2300 0.7889
C 3.356 -5.219 2.883 -0.4619 0.2947 -0.6370
C 2.863 -5.871 4.009 -0.1170 0.5410 0.1498
C 1.578 -5.549 4.463 -0.0369 0.2980 -0.5322
C 0.793 -4.599 3.788 0.2675 -0.1051 -0.0798
C -0.257 -2.111 2.688 1.0768 -0.8575 -0.9181
C -0.958 -1.104 2.038 0.2500 -1.3285 0.0868
C -1.556 -0.108 2.971 -1.2120 0.6369 1.8686
N -2.478 0.758 2.430 -0.2368 -0.9332 -0.2601
O -1.217 -0.098 4.168 -0.4465 0.1071 -2.5128
H -0.253 -2.026 -1.221 -0.1173 0.0251 0.3985
H 1.193 -3.639 0.071 -0.1637 0.3490 0.0610
H 2.914 -3.842 1.262 0.3594 0.0822 -0.0165
H 4.361 -5.410 2.519 -0.1553 -0.0507 0.0906
H 3.500 -6.562 4.570 -0.3739 0.2218 -0.2983
H 1.184 -6.049 5.337 -0.0730 0.1008 0.0024
H -0.200 -4.336 4.136 0.0446 -0.2944 0.1562
H -0.306 -2.334 3.784 0.2583 0.8372 -1.2723
H -3.029 0.523 1.581 0.9291 0.3348 0.9831
H -2.956 1.367 3.082 0.1276 -0.1025 -0.0056
```
Forces are in eV/Å.

---

4.
Computed, not measured: a structure of composition C15H22N4O4S2Se2W, with ωB97M-V/def2-TZVPD.

Results
energy	-6770.6064	a.u.
charge	+2
Kohn-Sham gap	6.1	eV
ΔE to the lowest compared entry with this formula, charge and spin	1.5	kcal/mol
highest occupied orbital energy	-13.497	eV
LUMO level	-7.42	eV
spin multiplicity	1

Geometry as XYZ:
```
50
Properties=species:S:1:pos:R:3:forces:R:3
W -0.197 0.200 -0.018 -0.0524 0.0978 0.5611
O 5.365 -0.261 0.102 0.0643 0.0177 0.0169
C 4.999 0.270 1.274 0.0547 -0.0879 0.0017
C 5.997 0.415 2.241 -0.0510 0.0218 -0.0498
C 5.698 0.954 3.469 0.0047 0.0100 -0.0025
C 4.394 1.363 3.780 -0.0093 -0.0067 0.0011
C 3.405 1.211 2.846 -0.0032 -0.0024 0.0190
C 3.680 0.661 1.578 0.0420 0.0345 -0.1076
C 2.618 0.489 0.618 -0.0300 0.0218 0.0960
O 1.351 0.776 1.005 -0.0884 0.0103 -0.1464
N 2.777 0.047 -0.587 0.0300 0.0255 0.0714
N 1.557 -0.077 -1.228 0.0785 -0.0992 -0.3230
C 1.647 -0.365 -2.503 0.1277 0.0002 0.0548
S 0.213 -0.515 -3.463 -0.0797 -0.0044 0.0030
C 1.063 -1.253 -4.896 -0.0088 -0.0316 0.0052
C 2.454 -0.654 -4.961 -0.0413 0.0193 -0.0308
S 3.156 -0.625 -3.285 -0.0403 0.0167 0.0342
H 4.608 -0.312 -0.503 -0.0224 0.0143 -0.0015
H 6.999 0.097 1.988 0.0088 0.0015 0.0023
H 6.484 1.067 4.204 0.0029 -0.0008 0.0052
H 4.176 1.794 4.747 -0.0082 0.0000 0.0076
H 2.394 1.519 3.073 0.0014 -0.0031 0.0083
H 0.474 -1.018 -5.780 0.0066 0.0035 -0.0021
H 1.086 -2.331 -4.749 -0.0052 0.0052 0.0021
H 2.442 0.363 -5.349 0.0052 -0.0038 0.0163
H 3.110 -1.262 -5.581 0.0096 -0.0086 0.0126
C -0.565 2.624 2.772 0.0104 -0.0608 0.0042
Se -1.425 1.022 2.098 -0.0642 -0.0476 0.0174
C -0.772 -0.268 3.417 -0.0057 -0.1104 -0.0077
C -1.037 -1.676 2.924 -0.0001 0.0394 0.0122
Se -0.057 -2.034 1.251 -0.0657 -0.0735 -0.0394
C -1.321 -3.244 0.398 0.0449 0.0286 0.0343
H 0.505 2.563 2.600 -0.0204 0.0223 -0.0157
H -0.792 2.686 3.834 -0.0063 0.0159 -0.0081
H -1.010 3.474 2.260 0.0202 0.0033 -0.0080
H -1.327 -0.079 4.336 0.0155 0.0021 -0.0021
H 0.289 -0.081 3.588 -0.0134 0.0228 -0.0271
H -2.095 -1.864 2.741 0.0060 0.0362 -0.0178
H -0.670 -2.404 3.647 -0.0028 0.0014 -0.0138
H -2.255 -2.721 0.214 0.0003 -0.0064 0.0008
H -1.450 -4.089 1.069 -0.0201 -0.0089 -0.0242
H -0.867 -3.572 -0.533 -0.0014 0.0021 -0.0011
N -0.829 1.976 -1.287 0.0934 0.1112 -0.0243
N -2.239 1.905 -1.393 -0.0272 -0.0275 -0.1738
C -2.779 0.623 -1.359 0.2417 -0.4359 0.2431
O -3.850 0.295 -1.722 -0.0723 0.1795 -0.0692
O -1.870 -0.247 -0.763 -0.0931 0.2260 -0.1346
H -0.582 2.845 -0.817 -0.0316 0.0075 -0.0476
H -0.400 1.984 -2.216 0.0091 0.0404 0.0352
H -2.673 2.542 -2.051 -0.0137 -0.0191 0.0122
```
Forces are in eV/Å.